(1)
{
  "formula": "C2H4N2S3",
  "method": "wB97M-V/def2-TZVPD",
  "e_homo_ev": -8.88,
  "relative_energy_kj_mol": 445.1,
  "multiplicity": 1,
  "lumo_energy_ha": -0.0654,
  "energy_ha": -1382.502555,
  "homo_lumo_gap_ev": 7.11,
  "species": ["S", "S", "S", "N", "N", "C", "C", "H", "H", "H", "H"],
  "positions_angstrom": [[0.5281, 3.1114, -0.5238], [0.8130, -1.5744, 1.7598], [-0.7034, -2.8523, -0.7591], [-0.2378, -1.2016, -0.6328], [-0.0264, 1.4781, -0.3345], [0.2718, -0.7398, 0.4725], [0.5243, 0.6907, 0.5709], [1.3353, 1.0249, 1.2716], [-0.9192, -0.5061, -1.2408], [-0.1416, -2.8109, 0.4728], [-1.4439, 3.3800, -1.0566]],
  "lowdin_charge": [0.554, 0.740, 0.739, -0.435, -0.474, -0.967, -0.314, 0.103, 0.184, -0.245, 0.115]
}

(2)
{
  "formula": "C2H4N2S3",
  "method": "wB97M-V/def2-TZVPD",
  "e_homo_ev": -8.52,
  "relative_energy_kj_mol": 142.2,
  "smiles": "S=C1NCN(S)S1",
  "multiplicity": 1,
  "lumo_energy_ha": 0.0040,
  "energy_ha": -1382.617950,
  "homo_lumo_gap_ev": 8.63,
  "species": ["S", "S", "S", "N", "N", "C", "C", "H", "H", "H", "H"],
  "positions_angstrom": [[0.3014, 1.8368, 1.0167], [-1.6362, 1.6770, -1.0590], [-3.5799, 0.2900, 0.8990], [0.0176, 1.2905, -0.6771], [-1.2996, -0.6999, -0.2425], [-0.0308, -0.1699, -0.7849], [-2.2475, 0.2518, -0.0065], [0.7805, -0.5405, -0.2926], [1.6936, 1.9606, 0.9257], [0.1260, -0.3749, -1.7570], [-1.1385, -1.5716, 0.1885]],
  "lowdin_charge": [0.679, 0.828, 0.621, -0.755, -0.042, -0.345, -1.155, 0.082, -0.114, 0.078, 0.124]
}

(3)
{
  "formula": "C2H4N2S3",
  "method": "wB97M-V/def2-TZVPD",
  "e_homo_ev": -7.65,
  "relative_energy_kj_mol": 513.4,
  "multiplicity": 1,
  "lumo_energy_ha": -0.0360,
  "energy_ha": -1382.476538,
  "homo_lumo_gap_ev": 6.67,
  "species": ["S", "S", "S", "N", "N", "C", "C", "H", "H", "H", "H"],
  "positions_angstrom": [[2.6115, -1.0079, -0.0932], [0.4416, 2.1620, -0.0078], [-2.4796, -1.0204, -0.0581], [-1.1229, -0.1432, 0.0496], [1.1024, -0.3718, 0.1722], [-0.0525, -0.8852, -0.0257], [-1.0757, 1.2701, -0.0954], [3.0939, -0.5022, 1.1831], [-2.9640, -0.4898, 1.5524], [-0.1690, -1.7291, -0.6017], [-2.2236, 1.8764, -0.4150]],
  "lowdin_charge": [0.676, 0.574, 0.775, -0.685, -0.528, -0.473, -0.574, -0.073, 0.075, 0.075, 0.158]
}

(4)
{
  "formula": "C2H4N2S3",
  "method": "wB97M-V/def2-TZVPD",
  "e_homo_ev": [-7.71, -7.71],
  "relative_energy_kj_mol": 264.6,
  "multiplicity": 1,
  "lumo_energy_ha": [-0.0141, -0.0141],
  "energy_ha": -1382.571325,
  "homo_lumo_gap_ev": [7.33, 7.33],
  "species": ["S", "S", "S", "N", "N", "C", "C", "H", "H", "H", "H"],
  "positions_angstrom": [[2.3131, 0.9952, -0.1927], [-0.8056, -1.4772, 0.3402], [-2.2034, 2.7325, 0.1432], [1.4048, -0.3137, 0.1224], [1.6627, -1.5713, -0.1554], [0.6437, -2.2617, -0.1171], [0.0907, -0.0570, 0.4369], [-2.4328, 1.6781, -0.8427], [0.4537, -3.3613, -0.3564], [-0.3452, 0.9066, 0.6373], [-0.7818, 2.7297, -0.0158]],
  "lowdin_charge": [0.491, 1.042, 0.400, -0.744, -0.004, -0.479, -0.493, -0.135, 0.109, -0.017, -0.169]
}

(5)
{
  "formula": "C2H4N2Se",
  "method": "wB97M-V/def2-TZVPD",
  "e_homo_ev": [-8.15, -8.15],
  "relative_energy_kj_mol": 240.3,
  "smiles": "C=NN1C[Se]1",
  "multiplicity": 1,
  "lumo_energy_ha": [-0.0162, -0.0163],
  "energy_ha": -2589.394153,
  "homo_lumo_gap_ev": [7.71, 7.70],
  "species": ["Se", "N", "N", "C", "C", "H", "H", "H", "H"],
  "positions_angstrom": [[2.7789, 0.2591, 0.0389], [0.6234, -0.2194, -0.6844], [-0.4892, 0.2815, -0.4314], [1.3914, -1.1785, -0.0426], [-1.0981, 1.3554, 0.0390], [-2.1573, 1.5167, -0.0922], [1.5837, -1.9926, -0.7900], [-0.3350, 2.0162, 0.4582], [0.9670, -1.7175, 0.7542]],
  "lowdin_charge": [0.538, -0.200, -0.049, -0.611, 0.057, 0.067, 0.081, 0.071, 0.046]
}

(6)
{
  "formula": "C2H4N3",
  "method": "wB97M-V/def2-TZVPD",
  "e_homo_ev": -14.56,
  "relative_energy_kj_mol": 280.7,
  "multiplicity": 1,
  "total_charge": 1,
  "lumo_energy_ha": -0.2181,
  "energy_ha": -242.492513,
  "homo_lumo_gap_ev": 8.62,
  "species": ["N", "N", "N", "C", "C", "H", "H", "H", "H"],
  "positions_angstrom": [[-0.3612, -0.4458, 0.4965], [0.8535, -0.0025, -1.3373], [1.2608, 1.0677, -1.3457], [0.3202, -0.9878, -0.6450], [-0.3052, 0.7943, 0.8074], [-1.0179, 1.0680, 1.5904], [-1.0163, -0.9780, 1.0736], [-0.0399, -1.9749, -0.9829], [0.3060, 1.4589, 0.3430]],
  "lowdin_charge": [0.072, -0.005, 0.321, -0.067, 0.154, 0.140, 0.192, 0.149, 0.044]
}

(7)
{
  "formula": "C2H4N3",
  "method": "wB97M-V/def2-TZVPD",
  "e_homo_ev": [-10.42, -17.00],
  "relative_energy_kj_mol": 307.8,
  "multiplicity": 3,
  "total_charge": 1,
  "lumo_energy_ha": [-0.1403, -0.3395],
  "energy_ha": -242.260535,
  "homo_lumo_gap_ev": [6.60, 7.76],
  "species": ["N", "N", "N", "C", "C", "H", "H", "H", "H"],
  "positions_angstrom": [[-0.4756, -0.6085, 0.0537], [-1.0768, 0.1524, 2.2905], [-0.2763, 0.4757, -0.7354], [-0.6991, -0.1284, 1.2243], [0.7649, -0.4823, -0.7164], [1.6714, 0.0377, -0.3171], [-1.3743, 0.2445, 3.3245], [0.8152, -1.3928, -1.2237], [-0.9087, 0.5878, -1.5523]],
  "lowdin_spin": [0.408, 0.365, 0.657, 0.345, 0.138, 0.006, 0.017, 0.006, 0.059]
}

(8)
{
  "formula": "C2H4N3O2S",
  "method": "wB97M-V/def2-TZVPD",
  "e_homo_ev": [-14.32, -14.32],
  "relative_energy_kj_mol": 79.4,
  "multiplicity": 1,
  "total_charge": 1,
  "lumo_energy_ha": [-0.2310, -0.2310],
  "energy_ha": -791.197797,
  "homo_lumo_gap_ev": [8.04, 8.04],
  "species": ["S", "O", "O", "N", "N", "N", "C", "C", "H", "H", "H", "H"],
  "positions_angstrom": [[3.4385, 0.7213, -0.2133], [1.0795, 1.0056, -1.1115], [1.7166, -1.1330, 0.6270], [-1.3713, 1.1054, 0.1192], [-1.1839, -1.1665, 0.1730], [0.3555, -0.0054, -1.1196], [-0.7315, -0.0140, -0.1744], [2.4851, -0.3449, 0.3203], [-0.4942, -1.9216, -0.0469], [-2.2760, 1.0650, 0.7059], [-1.2288, 2.0771, -0.3265], [-1.7893, -1.3890, 1.0468]],
  "lowdin_charge": [1.012, -0.076, 0.115, 0.213, 0.220, 0.064, -0.430, -0.859, 0.155, 0.185, 0.189, 0.212]
}